CH3ClF2Si | the ωB97M-V functional and the def2-TZVPD basis

```
! wB97M-V def2-TZVPD RIJCOSX def2/J DEFGRID3
* xyz 0 1
C -0.975 0.228 0.029
F -1.383 1.148 0.960
F -1.300 0.764 -1.130
Si 1.282 -0.204 0.018
Cl -1.854 -1.262 0.405
H 1.455 0.742 1.086
H 1.456 0.240 -1.320
H 1.319 -1.655 -0.048
*
```

Results
LUMO (eV): 0.0
Structure (SMILES): FC(F)([SiH3])Cl
HOMO level (eV): -9.8

CH3ClFOP | the ωB97M-V functional and the def2-TZVPD basis

```
! wB97M-V def2-TZVPD RIJCOSX def2/J DEFGRID3
* xyz 0 1
C 0.189 0.282 -0.589
O -2.109 -0.975 0.128
F 1.062 2.002 1.017
P -0.693 -0.921 0.074
Cl -0.075 -2.867 0.630
H 1.095 0.145 -1.066
H -0.485 1.046 -0.706
H 1.016 1.288 0.513
*
```

Results
LUMO (eV): -1.0
HOMO level (eV): -10.5

CH3ClIN | the ωB97M-V functional and the def2-TZVPD basis

```
! wB97M-V def2-TZVPD RIJCOSX def2/J DEFGRID3
* xyz 0 1
C 0.363 0.020 0.612
N 0.451 -0.712 -0.479
Cl -0.344 -0.612 1.989
I -2.143 2.032 -0.667
H 0.711 1.087 0.618
H -0.281 -1.193 -0.904
H 1.242 -0.621 -1.169
*
```

Results
LUMO (spin up / spin down) (eV): -1.6 / -2.4
HOMO level (spin up / spin down) (eV): -8.0 / -7.5

CH3ClIN | the ωB97M-V functional and the def2-TZVPD basis

```
! wB97M-V def2-TZVPD RIJCOSX def2/J DEFGRID3
* xyz 0 3
C 2.013 -0.260 -0.231
N 1.048 -0.948 -0.569
Cl 2.040 1.471 0.034
I -4.032 0.077 0.102
H 2.979 -0.718 -0.066
H 0.153 -0.492 -0.718
H -4.201 0.869 1.449
*
```

Results
LUMO (spin up / spin down) (eV): 0.6 / -3.4
HOMO level (spin up / spin down) (eV): -5.7 / -10.3

CH3ClN2O2 | the ωB97M-V functional and the def2-TZVPD basis

```
! wB97M-V def2-TZVPD RIJCOSX def2/J DEFGRID3
* xyz 0 1
C -1.217 -0.394 -0.639
N 1.860 -0.211 -0.159
N -0.484 -0.089 0.322
O -0.681 0.981 1.037
O 2.334 0.887 -0.015
Cl 2.504 -1.521 0.757
H -2.111 -0.003 -0.991
H -0.892 -1.351 -1.026
H -1.312 1.700 0.714
*
```

Results
LUMO (eV): -0.4
Structure (SMILES): O=NCl.C=NO
HOMO level (eV): -9.6

CH3ClN2O2 | the ωB97M-V functional and the def2-TZVPD basis

```
! wB97M-V def2-TZVPD RIJCOSX def2/J DEFGRID3
* xyz 0 1
C -1.241 0.161 -0.103
N -0.241 0.968 -0.638
N 1.748 -0.798 -0.014
O 1.025 -1.569 0.532
O 2.911 -0.693 -0.184
Cl 0.267 2.233 0.322
H -1.861 -0.191 -0.929
H -0.760 -0.745 0.337
H -1.847 0.633 0.676
*
```

Results
LUMO (spin up / spin down) (eV): -0.7 / -1.5
HOMO level (spin up / spin down) (eV): -10.0 / -9.5

CH3ClN4O2 | the ωB97M-V functional and the def2-TZVPD basis

```
! wB97M-V def2-TZVPD RIJCOSX def2/J DEFGRID3
* xyz 0 1
C 1.149 0.812 -0.184
N 2.191 0.284 -0.437
N 0.106 1.474 -0.395
N 0.237 -1.072 0.626
N -0.679 -1.652 -0.098
O -0.861 -2.838 -0.304
O -1.504 -0.770 -0.700
Cl 3.166 -1.024 -0.161
H -0.038 2.386 -0.013
H -1.054 0.217 -0.598
H 0.920 -1.663 1.029
*
```

Results
LUMO (eV): 0.0
Structure (SMILES): [H]/N=[N+](\[O-])O.N=C=NCl
HOMO level (eV): -10.2

CH3ClO2S | the ωB97M-V functional and the def2-TZVPD basis

```
! wB97M-V def2-TZVPD RIJCOSX def2/J DEFGRID3
* xyz 0 1
C 0.747 0.186 0.171
O 1.335 -0.314 -1.008
O -0.007 -0.733 0.685
S -2.413 -0.710 -0.126
Cl -2.346 1.191 0.313
H 0.203 1.204 0.021
H 1.582 0.369 0.924
H 0.899 -1.194 -0.981
*
```

Results
LUMO (spin up / spin down) (eV): -3.2 / -3.2
HOMO level (spin up / spin down) (eV): -9.7 / -9.8

CH3ClO3P | the ωB97M-V functional and the def2-TZVPD basis

```
! wB97M-V def2-TZVPD RIJCOSX def2/J DEFGRID3
* xyz -1 1
C 0.806 -0.321 0.699
O 0.644 1.250 -1.494
O -1.042 1.793 0.438
O -1.567 -1.555 -0.308
P -0.182 0.860 -0.316
Cl -1.385 -0.486 -1.461
H 1.830 0.128 0.880
H 0.157 -0.487 1.563
H 0.740 -1.182 0.000
*
```

Results
LUMO (eV): 4.0
HOMO level (eV): -4.5

CH3ClO3S | the ωB97M-V functional and the def2-TZVPD basis

```
! wB97M-V def2-TZVPD RIJCOSX def2/J DEFGRID3
* xyz 0 1
C -0.386 -0.679 0.560
O 0.443 2.161 0.922
O -0.324 1.399 -1.369
O -1.081 -1.268 -0.465
S 0.279 1.181 -0.046
Cl 2.226 0.580 -0.607
H 0.541 -1.361 0.795
H -1.192 -0.626 1.395
H -0.506 -1.387 -1.184
*
```

Results
LUMO (eV): -0.1
Structure (SMILES): O=S(=O)(Cl)CO
HOMO level (eV): -11.0

CH3ClOS2 | the ωB97M-V functional and the def2-TZVPD basis

```
! wB97M-V def2-TZVPD RIJCOSX def2/J DEFGRID3
* xyz 0 1
C 0.482 -1.141 -0.245
O -0.530 1.330 -1.142
S -0.707 -0.534 0.987
S -1.243 1.265 0.102
Cl -0.112 2.863 1.717
H 1.457 -0.710 -0.042
H 0.139 -0.852 -1.234
H 0.513 -2.220 -0.144
*
```

Results
LUMO (spin up / spin down) (eV): -1.8 / -1.8
HOMO level (spin up / spin down) (eV): -9.9 / -9.9

CH3F | the ωB97M-V functional and the def2-TZVPD basis

```
! wB97M-V def2-TZVPD RIJCOSX def2/J DEFGRID3
* xyz 0 1
C 0.511 0.111 -0.442
F 1.830 -0.027 -0.218
H 0.192 -0.575 -1.171
H -0.321 -0.405 1.509
H 0.253 1.115 -0.419
*
```

Results
LUMO (spin up / spin down) (eV): 0.1 / -0.2
HOMO level (spin up / spin down) (eV): -10.1 / -9.4